(1)
{"formula": "C26H32F2MnN8", "method": "ωB97M-V/def2-TZVPD", "e_above_lowest_ev": 0.786, "spin_multiplicity": 4, "mol_weight_g_mol": 549.5, "lumo_energy_ev": [-5.66, -7.94], "s_squared": 3.82, "charge": 2, "homo_lumo_gap_ev": [8.0, 6.3], "species": ["Mn", "C", "C", "C", "C", "C", "N", "C", "C", "C", "C", "C", "C", "C", "N", "C", "C", "C", "N", "C", "C", "N", "C", "C", "C", "N", "H", "H", "H", "H", "H", "H", "H", "H", "H", "H", "H", "H", "H", "H", "H", "H", "H", "H", "F", "C", "F", "H", "C", "N", "C", "C", "N", "N", "C", "C", "H", "H", "H", "H", "H", "H", "H", "H", "H", "H", "H", "H", "H"], "xyz": [[-0.222883, -1.340353, -0.742099], [3.826489, 3.755073, 1.336123], [2.773980, 2.951140, 0.625548], [1.469863, 3.428196, 0.476078], [0.506336, 2.668780, -0.152934], [0.802744, 1.397227, -0.668370], [-0.187866, 0.599420, -1.217852], [-1.136117, 1.203623, -2.020448], [-0.752880, 2.243537, -2.899852], [-1.648142, 2.849239, -3.743011], [-2.990521, 2.454199, -3.752768], [-3.982204, 3.097634, -4.677470], [-3.377982, 1.421705, -2.902448], [-2.489464, 0.794390, -2.050688], [-3.003870, -0.187580, -1.155203], [-4.295745, -0.345317, -0.773703], [-4.350929, -1.373854, 0.128739], [-3.029160, -1.804179, 0.256851], [-2.222496, -1.081246, -0.508163], [2.117114, 0.919023, -0.522034], [3.071650, 1.683872, 0.118137], [2.523090, -0.301809, -1.131152], [3.722911, -0.534227, -1.706427], [3.759726, -1.847517, -2.098564], [2.520584, -2.364166, -1.724479], [1.769509, -1.435125, -1.131651], [3.516787, 4.791170, 1.462727], [4.770433, 3.740569, 0.788833], [4.021801, 3.337401, 2.327088], [1.210449, 4.402932, 0.872996], [-0.509550, 3.036347, -0.229685], [0.293682, 2.519949, -2.930497], [-1.310563, 3.621549, -4.424103], [-3.714892, 4.133778, -4.878152], [-4.991033, 3.066707, -4.268886], [-3.999256, 2.573243, -5.637512], [-4.412122, 1.103755, -2.934422], [-5.090195, 0.272107, -1.154799], [-5.225862, -1.759158, 0.624983], [-2.623260, -2.594952, 0.869440], [4.077372, 1.291831, 0.227968], [4.452200, 0.251686, -1.824374], [4.563862, -2.360717, -2.601087], [2.156705, -3.366819, -1.849181], [0.190773, -4.078019, -1.689590], [-0.705567, -3.126246, -1.406681], [-0.658783, -2.126116, -2.493618], [-1.694026, -3.570103, -1.432760], [1.778068, -2.924273, 3.713614], [0.922464, -2.618941, 2.564794], [0.901918, -3.635986, 1.521722], [0.347417, -1.420339, 2.391837], [-0.014272, -0.967082, 1.192924], [0.176687, -0.641456, 3.487069], [-0.000034, 0.795207, 3.337939], [-0.306587, -1.208334, 4.750022], [2.680238, -3.413811, 3.347682], [1.285315, -3.592550, 4.419253], [2.071896, -2.010864, 4.222731], [1.008876, -4.612841, 1.987855], [1.717175, -3.495351, 0.810987], [-0.040673, -3.616488, 0.989080], [-0.570601, -0.130616, 1.305988], [0.674682, 1.188798, 2.576885], [0.250242, 1.270247, 4.284751], [-1.033807, 1.069370, 3.091201], [-0.516444, -2.269696, 4.640605], [-1.237362, -0.710433, 5.025471], [0.412100, -1.067169, 5.556763]], "forces_ev_per_angstrom": [[0.3, -0.1, 1.0], [0.0, -0.1, 0.0], [0.0, 0.1, 0.0], [0.1, 0.0, 0.1], [0.0, 0.0, 0.0], [-0.1, -0.1, -0.1], [-0.1, 0.5, -0.3], [0.2, 0.0, 0.1], [0.1, 0.0, 0.1], [-0.1, 0.0, 0.0], [0.0, 0.1, -0.1], [0.1, -0.1, 0.0], [-0.1, 0.0, -0.1], [0.0, -0.2, 0.0], [0.1, 0.2, 0.0], [0.0, 0.0, 0.0], [0.0, -0.1, 0.1], [-0.1, 0.0, 0.1], [0.0, -0.1, -0.2], [0.1, -0.1, -0.1], [0.1, 0.0, 0.0], [0.0, 0.1, 0.2], [0.0, 0.1, 0.0], [0.0, -0.1, 0.0], [0.1, -0.1, 0.1], [-0.2, 0.0, -0.2], [0.0, 0.0, 0.0], [-0.1, 0.0, 0.0], [0.0, 0.0, 0.0], [0.0, -0.1, 0.0], [0.0, 0.0, 0.0], [0.0, 0.0, 0.0], [0.0, 0.0, 0.1], [0.0, 0.0, 0.0], [0.0, 0.0, 0.0], [0.0, 0.0, 0.0], [0.1, 0.0, 0.0], [0.1, 0.0, 0.0], [0.1, 0.0, 0.0], [0.0, 0.0, 0.0], [-0.1, 0.0, 0.0], [-0.1, 0.0, 0.1], [-0.1, 0.0, 0.1], [-0.1, 0.0, 0.0], [-0.1, 0.0, 0.0], [0.5, 0.2, 0.1], [-0.1, -0.3, -0.3], [-0.2, 0.1, -0.1], [0.1, 0.0, -0.1], [-0.1, -0.2, -0.1], [0.1, 0.1, 0.1], [0.3, -0.2, -0.1], [-0.2, -0.1, -0.4], [0.0, 0.1, 0.1], [0.0, 0.0, 0.0], [-0.1, 0.0, 0.0], [0.0, 0.0, 0.0], [0.0, 0.0, 0.0], [0.0, 0.0, 0.0], [0.0, 0.0, 0.0], [0.0, 0.0, 0.0], [-0.1, 0.0, 0.0], [-0.1, 0.0, 0.1], [0.0, 0.0, 0.0], [0.0, 0.0, 0.0], [0.0, 0.0, 0.0], [0.0, 0.1, 0.0], [0.0, 0.0, 0.0], [0.0, 0.0, 0.0]]}

***

(2)
{"formula": "C3H6Cl2NO", "method": "ωB97M-V/def2-TZVPD", "e_above_lowest_ev": 2.030, "mol_weight_g_mol": 143.0, "lumo_energy_ev": [3.35, 3.07], "charge": -1, "homo_lumo_gap_ev": [7.1, 5.1], "species": ["C", "C", "C", "N", "O", "Cl", "Cl", "H", "H", "H", "H", "H", "H"], "xyz": [[0.830381, -0.762039, -1.247461], [0.738304, 0.617628, 0.811925], [0.561719, -0.780668, 0.195135], [-2.573996, 0.174465, 0.169706], [-2.434629, 0.942947, -0.730093], [1.367586, -2.226880, 1.056980], [-3.416967, 1.138329, 1.595744], [1.850325, -0.485697, -1.403165], [0.294179, 0.129964, -1.484783], [0.373376, -1.662723, -1.764904], [0.142768, 1.269842, 0.192418], [1.803262, 0.901839, 0.765264], [0.463693, 0.742994, 1.843237]], "forces_ev_per_angstrom": [[-1.9, -1.1, 0.2], [0.5, -1.5, -0.1], [1.1, 0.1, 1.7], [0.7, -1.7, -0.5], [0.6, 0.7, -1.7], [-0.7, 1.4, -0.5], [-1.0, 1.0, 2.2], [1.1, -0.5, -0.6], [-0.7, 0.5, -1.1], [1.1, 1.1, 0.3], [-0.2, 0.4, 0.0], [-0.1, 0.0, -0.3], [-0.4, -0.3, 0.4]]}

***

(3)
{"formula": "C41H49N8O2SiTc", "method": "ωB97M-V/def2-TZVPD", "e_above_lowest_ev": 0.000, "spin_multiplicity": 4, "mol_weight_g_mol": 812.0, "lumo_energy_ev": [-8.66, -9.24], "s_squared": 3.79, "charge": 3, "homo_lumo_gap_ev": [6.7, 5.9], "species": ["Tc", "C", "C", "C", "C", "C", "N", "C", "C", "C", "N", "C", "C", "C", "C", "C", "C", "C", "C", "N", "C", "C", "C", "N", "C", "C", "C", "C", "O", "C", "O", "H", "H", "H", "H", "H", "H", "H", "H", "H", "H", "H", "H", "H", "H", "H", "H", "H", "H", "H", "H", "H", "H", "H", "H", "H", "H", "H", "H", "C", "C", "C", "C", "N", "C", "N", "N", "N", "H", "H", "H", "H", "H", "H", "H", "H", "H", "H", "C", "C", "C", "C", "C", "C", "Si", "C", "C", "C", "C", "C", "C", "H", "H", "H", "H", "H", "H", "H", "H", "H", "H", "H"], "xyz": [[0.490318, 0.259592, -0.828270], [-5.749622, -1.278928, 2.188011], [-4.343615, -1.186463, 1.702649], [-3.310517, -1.796406, 2.394137], [-1.990038, -1.748385, 1.924029], [-0.840851, -2.246258, 2.559900], [-0.644682, -2.655094, 3.782944], [0.677660, -3.029686, 4.236552], [1.434105, -1.896862, 4.951370], [1.505532, -0.568622, 4.184652], [2.207952, -0.606429, 2.914062], [3.485611, -0.368286, 2.746325], [4.083884, -0.011222, 1.520094], [5.464790, 0.264623, 1.454319], [6.044526, 0.838102, 0.331029], [7.512974, 1.066654, 0.220044], [5.203309, 1.260050, -0.702706], [3.825511, 1.022309, -0.709121], [3.006539, 1.603675, -1.728064], [1.714291, 1.510821, -1.875698], [1.159890, 2.287230, -2.979900], [-0.254841, 2.791113, -2.702733], [-1.347316, 1.722779, -2.752220], [-1.323517, 0.821723, -1.606662], [-2.481161, 0.517593, -1.090188], [-2.754276, -0.321971, 0.044134], [-4.050476, -0.454464, 0.544260], [-1.703085, -1.042685, 0.697751], [-0.520505, -1.027205, 0.242910], [3.267354, 0.234861, 0.353814], [2.076535, -0.215536, 0.287337], [-5.819721, -1.880808, 3.090693], [-6.381848, -1.729954, 1.424460], [-6.147799, -0.286938, 2.400620], [-3.540319, -2.344886, 3.294779], [0.044625, -2.235275, 1.931607], [-1.405217, -2.682130, 4.454531], [1.255698, -3.357520, 3.369326], [0.591181, -3.873214, 4.923882], [2.443320, -2.259766, 5.153593], [0.966929, -1.684321, 5.913536], [2.001770, 0.152866, 4.838973], [0.496365, -0.204002, 3.979911], [1.633863, -0.555440, 2.067187], [4.116532, -0.386458, 3.628078], [6.081496, 0.035983, 2.309911], [8.015249, 0.954261, 1.175757], [7.724706, 2.059413, -0.170625], [7.946344, 0.347242, -0.476223], [5.644883, 1.807653, -1.521786], [3.554195, 2.238791, -2.421826], [1.159982, 1.667623, -3.885571], [1.788315, 3.159436, -3.185169], [-0.488677, 3.533084, -3.467848], [-0.264768, 3.295062, -1.735029], [-1.205151, 1.116130, -3.654153], [-2.322038, 2.214365, -2.825613], [-3.374512, 0.957209, -1.535941], [-4.867563, 0.028589, 0.028525], [-4.222869, 3.138372, 2.197860], [-3.269451, 4.321648, 2.351078], [-2.994214, 4.978061, 1.000440], [-1.972444, 3.905360, 3.075210], [-1.194177, 2.933739, 2.353234], [-0.578740, 2.987222, 1.160015], [-0.021518, 1.810756, 0.938955], [-0.292625, 1.065558, 2.005927], [-0.989002, 1.719081, 2.838966], [-5.124596, 3.457061, 1.681293], [-4.518721, 2.743226, 3.165488], [-3.766632, 2.332653, 1.622057], [-3.737238, 5.059595, 3.008235], [-2.721062, 4.238304, 0.248332], [-2.207916, 5.726100, 1.076896], [-3.889704, 5.483613, 0.651542], [-2.215588, 3.434890, 4.030030], [-1.353490, 4.786729, 3.262065], [-0.511920, 3.847186, 0.531428], [-0.139562, -5.955643, -1.825442], [1.198264, -5.596376, -1.786495], [1.562285, -4.264847, -1.869163], [0.591059, -3.269927, -2.011098], [-0.756222, -3.640735, -1.983553], [-1.115878, -4.973994, -1.907446], [1.151739, -1.540240, -2.541199], [0.437646, -0.996974, -4.214080], [1.304172, -0.647911, -5.252817], [0.815139, -0.400444, -6.523369], [-0.546685, -0.469347, -6.771444], [-1.420139, -0.803379, -5.747964], [-0.933367, -1.060554, -4.479055], [-0.421230, -6.997078, -1.783550], [1.962432, -6.354780, -1.708454], [2.608978, -4.002674, -1.851853], [-1.530256, -2.888572, -2.037658], [-2.159491, -5.248567, -1.929944], [2.638719, -1.467099, -2.600029], [2.368982, -0.599944, -5.075216], [1.500862, -0.160843, -7.321983], [-0.926900, -0.263669, -7.759189], [-2.480076, -0.869018, -5.936192], [-1.622682, -1.330159, -3.692206]], "forces_ev_per_angstrom": [[0.4, -1.0, -0.5], [-0.3, 0.0, 0.0], [0.2, 0.0, 0.1], [0.0, 0.3, -0.4], [-0.3, 0.5, -0.8], [0.4, -0.2, 0.4], [-0.6, 0.2, -0.7], [1.0, -0.2, 0.5], [-0.2, 0.0, -0.4], [-0.1, -0.3, 1.0], [0.3, 0.2, -0.5], [-0.5, -0.3, 0.1], [-0.4, 0.1, -1.1], [-0.2, 0.3, -0.5], [-0.3, 0.0, 0.2], [0.3, 0.0, -0.1], [-0.2, -0.1, 0.4], [0.0, -0.7, 0.8], [-0.4, -0.1, 0.0], [1.3, 0.4, -0.2], [-0.5, 0.5, -0.8], [0.1, -0.3, 0.0], [0.2, 0.5, -0.8], [-1.2, -0.1, 0.3], [0.3, 0.0, -0.2], [0.5, -0.6, 0.6], [0.3, -0.1, 0.2], [-1.5, -0.1, 0.6], [1.1, -0.4, -0.2], [1.7, 0.7, -0.2], [-1.0, -0.3, 0.4], [-0.1, 0.0, 0.0], [-0.1, 0.0, 0.0], [-0.1, 0.0, 0.0], [-0.1, -0.1, 0.2], [0.1, -0.1, 0.1], [0.0, 0.0, -0.1], [-0.2, -0.1, 0.0], [0.0, 0.0, -0.2], [0.0, -0.1, 0.1], [0.0, 0.0, 0.0], [-0.1, 0.0, -0.1], [0.2, 0.1, 0.0], [0.2, 0.0, 0.2], [0.0, 0.0, 0.2], [0.1, 0.0, 0.2], [0.0, 0.0, 0.1], [0.0, 0.1, 0.0], [0.1, 0.0, 0.0], [0.0, 0.1, -0.2], [-0.1, 0.1, -0.1], [0.0, 0.0, 0.1], [0.1, -0.2, 0.1], [0.0, 0.0, 0.1], [-0.1, 0.2, 0.0], [-0.1, 0.1, 0.1], [0.1, -0.1, 0.1], [0.1, 0.1, -0.1], [-0.1, 0.1, -0.1], [0.0, 0.2, 0.1], [0.2, -0.3, -0.1], [-0.1, 0.1, 0.3], [-0.8, 0.9, 0.5], [0.8, -0.4, -1.2], [0.0, -0.2, 0.4], [0.0, 1.0, -0.2], [0.1, -0.5, 0.3], [-0.5, -0.2, 1.1], [-0.1, 0.0, -0.1], [0.0, -0.1, 0.1], [0.1, -0.1, -0.1], [0.1, 0.0, 0.0], [0.0, -0.1, -0.1], [0.1, 0.1, -0.1], [-0.1, 0.0, -0.1], [0.1, 0.1, -0.1], [0.0, -0.1, 0.0], [-0.1, 0.3, -0.2], [0.1, 0.0, 0.1], [0.0, -0.2, 0.1], [-0.1, 0.2, -0.1], [0.3, 0.7, -0.1], [0.2, 0.0, 0.0], [-0.1, 0.0, 0.1], [-0.6, -0.1, -0.1], [0.3, -0.3, 0.7], [-0.1, -0.1, 0.2], [0.0, 0.1, -0.1], [0.1, 0.0, 0.0], [-0.1, 0.1, 0.1], [0.3, -0.1, -0.1], [0.0, -0.1, 0.0], [0.0, -0.1, 0.0], [0.2, 0.0, -0.1], [-0.1, 0.1, -0.1], [-0.1, -0.1, 0.0], [-0.1, 0.0, 0.1], [0.2, 0.0, 0.0], [0.0, 0.0, -0.1], [0.0, 0.0, -0.1], [-0.1, 0.0, -0.1], [-0.1, -0.1, 0.1]]}

***

(4)
{"formula": "C8H9Cl3CrN2O10", "method": "ωB97M-V/def2-TZVPD", "e_above_lowest_ev": 0.000, "spin_multiplicity": 2, "mol_weight_g_mol": 451.5, "lumo_energy_ev": [2.34, 2.46], "s_squared": 0.76, "charge": -1, "homo_lumo_gap_ev": [9.1, 8.7], "species": ["Cr", "O", "C", "C", "N", "C", "C", "O", "O", "C", "C", "O", "O", "H", "H", "H", "H", "H", "H", "H", "H", "H", "Cl", "C", "Cl", "Cl", "C", "O", "O", "O", "N", "O", "O"], "xyz": [[-0.475185, 0.437637, -0.616697], [2.266015, -1.190902, 2.091023], [1.411312, -2.111718, 1.435732], [-0.085187, -1.876640, 1.628596], [-0.637837, -0.530822, 1.338199], [-0.104811, 0.491644, 2.278075], [0.909582, 1.415170, 1.611350], [1.626683, 2.118264, 2.290773], [0.901900, 1.385743, 0.306402], [-2.102329, -0.609719, 1.486564], [-2.717439, 0.707864, 1.031461], [-3.762364, 1.116281, 1.485298], [-1.994797, 1.300756, 0.122846], [2.509478, -0.500230, 1.464247], [1.614372, -3.096651, 1.866924], [1.638193, -2.158316, 0.381006], [-0.370481, -2.128146, 2.658691], [-0.591164, -2.582512, 0.964663], [0.368228, 0.026266, 3.139700], [-0.922384, 1.121328, 2.632873], [-2.397871, -0.830241, 2.516681], [-2.478396, -1.400662, 0.833569], [2.318263, -2.985602, -4.202167], [1.919792, -2.541731, -2.545187], [1.170891, -3.943523, -1.735523], [3.410917, -2.093150, -1.689665], [0.899507, -1.344811, -2.500296], [0.454263, -0.933260, -3.538888], [0.675823, -0.971877, -1.289209], [-0.647590, 1.478855, -2.296967], [-1.582873, 0.737734, -2.776046], [-2.123488, 0.959060, -3.814221], [-1.867622, -0.241789, -2.016807]], "forces_ev_per_angstrom": [[0.1, -0.1, -0.1], [0.0, 0.0, 0.1], [-0.1, 0.0, 0.1], [0.0, 0.1, 0.0], [0.0, -0.1, 0.0], [0.0, 0.0, 0.0], [0.0, 0.0, -0.1], [0.0, 0.0, 0.0], [0.0, 0.0, 0.1], [0.0, 0.0, 0.0], [0.0, 0.0, -0.1], [0.0, 0.0, 0.0], [-0.1, 0.0, 0.0], [0.0, 0.0, 0.0], [0.0, 0.0, 0.0], [0.0, 0.0, -0.1], [0.0, 0.0, 0.0], [0.0, 0.0, 0.0], [0.0, 0.0, 0.0], [0.0, 0.0, 0.0], [0.0, 0.0, 0.0], [0.0, 0.0, 0.0], [0.0, 0.0, 0.0], [0.0, 0.0, 0.0], [0.0, 0.0, 0.0], [0.0, 0.0, 0.0], [0.0, -0.1, -0.1], [0.0, 0.0, 0.0], [-0.1, 0.0, 0.1], [0.0, 0.0, -0.1], [0.0, 0.0, 0.1], [0.0, 0.0, 0.0], [-0.1, 0.0, 0.0]]}